{
  "formula": "C9H15O3PSi",
  "method": "wB97M-V/def2-TZVPD",
  "homo_lumo_gap_ev": [6.24, 6.24],
  "multiplicity": 1,
  "charge": -2,
  "elements": ["C", "C", "C", "C", "C", "C", "C", "C", "C", "O", "O", "O", "Si", "P", "H", "H", "H", "H", "H", "H", "H", "H", "H", "H", "H", "H", "H", "H", "H"],
  "positions_angstrom": [[-2.930, -1.366, 2.230], [0.623, 3.326, -2.558], [0.232, -3.158, 1.164], [-1.849, -0.540, 2.173], [0.539, 2.026, -2.310], [0.885, -2.307, 0.424], [-1.842, 0.735, 1.568], [-0.465, 1.459, -1.486], [0.421, -1.344, -0.573], [3.232, -0.286, 1.038], [3.278, 2.097, 0.031], [2.990, 0.051, -1.464], [0.634, 0.529, -0.031], [2.954, 0.629, -0.082], [-2.818, -2.424, 2.500], [-3.664, -1.180, 1.419], [1.451, 3.798, -3.095], [-0.095, 3.993, -2.171], [0.612, -3.739, 2.057], [-0.909, -3.362, 1.190], [-1.001, -0.755, 2.868], [1.174, 1.290, -2.718], [1.943, -2.112, 0.529], [-1.170, 1.503, 1.887], [-2.709, 1.245, 1.198], [-0.928, 0.690, -2.165], [-1.277, 2.067, -1.167], [-0.542, -1.520, -1.045], [1.230, -1.346, -1.409]],
  "forces_ev_per_a": [[-0.32, -1.02, -1.45], [1.47, 0.11, -0.91], [-2.93, -2.54, 2.66], [-0.03, 1.07, 1.66], [0.01, 1.99, -0.84], [0.98, 1.02, -0.52], [1.76, 0.04, -0.42], [-0.48, -3.13, 0.43], [0.62, 0.62, -1.90], [0.50, -1.05, 1.24], [0.10, -0.45, 0.10], [-0.50, -0.34, -0.76], [-3.00, -0.82, -1.12], [1.19, 2.59, 0.07], [-0.07, 0.44, 0.19], [0.02, -0.18, 0.69], [-0.20, -0.34, 0.00], [-0.79, 0.70, 0.62], [0.47, 0.74, -1.29], [1.81, 0.88, -0.76], [-0.36, -0.01, -0.92], [1.28, -0.34, -0.50], [0.35, -0.50, 0.70], [0.73, 0.15, 0.72], [-0.73, -0.48, -0.65], [0.12, -0.06, 1.03], [-0.33, 0.87, 0.56], [-0.34, -0.13, 0.25], [-1.31, 0.16, 1.13]]
}

---

{
  "formula": "C9H16Ag2Cl8NiO11P2",
  "method": "wB97M-V/def2-TZVPD",
  "homo_lumo_gap_ev": [8.63, 4.91],
  "multiplicity": 6,
  "charge": -1,
  "elements": ["Ag", "Ag", "Ni", "P", "O", "O", "O", "O", "P", "O", "O", "O", "O", "C", "O", "O", "O", "Cl", "C", "C", "Cl", "H", "H", "H", "H", "Cl", "C", "C", "Cl", "H", "H", "H", "H", "Cl", "C", "C", "Cl", "H", "H", "H", "H", "Cl", "C", "C", "Cl", "H", "H", "H", "H"],
  "positions_angstrom": [[-1.655, -1.932, -1.511], [-3.159, 0.209, 0.914], [-0.469, 1.815, 1.736], [-2.746, 2.185, 2.930], [-2.357, 2.254, 1.456], [-3.662, 3.223, 3.636], [-1.344, 2.119, 3.522], [-3.485, 0.830, 2.923], [-0.557, 0.192, -0.246], [0.210, 1.514, -0.040], [-0.986, 0.029, 1.225], [0.138, -1.124, -0.732], [-1.916, 0.172, -0.935], [-3.360, -3.216, 0.266], [-3.348, -1.971, 0.237], [-2.469, -3.699, -0.447], [-4.532, -3.486, 0.023], [4.494, -2.148, -2.096], [3.580, -2.771, -0.768], [3.744, -1.879, 0.416], [5.256, -2.152, 1.327], [3.787, -3.829, -0.607], [2.524, -2.767, -1.041], [2.981, -2.071, 1.170], [3.599, -0.834, 0.142], [3.937, 4.297, -1.371], [2.590, 3.096, -1.402], [3.067, 1.721, -1.752], [3.467, 1.546, -3.508], [1.849, 3.526, -2.077], [2.191, 3.022, -0.390], [2.263, 1.003, -1.589], [3.950, 1.416, -1.192], [-4.471, 3.821, -2.803], [-3.081, 2.709, -2.768], [-1.906, 3.245, -1.924], [-1.129, 4.688, -2.712], [-2.685, 2.655, -3.782], [-3.399, 1.684, -2.579], [-1.086, 2.535, -1.820], [-2.263, 3.470, -0.919], [1.892, -2.562, 3.607], [0.456, -2.386, 2.507], [-0.151, -3.706, 2.193], [0.981, -4.799, 1.336], [0.881, -2.015, 1.575], [-0.221, -1.696, 3.011], [-1.121, -3.742, 1.697], [-0.277, -4.192, 3.160]],
  "forces_ev_per_a": [[-0.57, -1.94, -1.31], [-0.40, -0.25, -0.62], [-0.35, 0.11, 0.43], [0.46, -1.68, 0.58], [-0.75, 2.50, -2.50], [0.34, -0.46, -0.53], [0.54, 0.44, 1.28], [-1.07, 0.17, 1.37], [2.45, -3.05, 0.63], [0.87, 0.59, -1.70], [0.47, -1.34, 2.65], [1.34, 3.19, 0.67], [-2.10, 2.14, -1.20], [0.55, 0.75, -6.92], [0.01, 5.82, 3.52], [2.98, -4.00, 1.38], [-4.69, -3.09, 2.36], [0.80, 0.21, -1.21], [-1.21, -0.55, 0.45], [-0.78, -0.12, 1.14], [0.26, 0.25, -0.26], [0.48, 0.21, 0.25], [-0.09, 0.33, -0.09], [-0.07, -0.26, -0.21], [0.52, -0.03, -0.07], [-0.06, -0.14, 0.03], [0.22, 0.27, 0.34], [-0.13, -0.46, -0.75], [0.07, 0.14, 0.26], [-0.02, -0.37, 0.07], [-0.06, 0.26, -0.12], [0.01, 0.10, 0.16], [-0.07, 0.16, -0.04], [0.00, -0.14, 0.16], [1.48, 0.14, -0.93], [-0.59, -0.42, 0.08], [-0.46, -0.33, 0.39], [-0.26, 0.18, -0.21], [-0.01, 0.29, 0.80], [-0.37, -0.10, -0.20], [0.23, 0.43, -0.07], [-0.31, -0.04, -0.03], [0.83, 0.38, -0.74], [-0.19, -1.34, 1.55], [-0.08, 0.20, -0.30], [-0.34, 0.66, 0.20], [0.01, -0.10, -0.39], [0.37, 0.53, -0.35], [-0.27, -0.26, -0.03]]
}

---

{
  "formula": "C9H16BNO",
  "method": "wB97M-V/def2-TZVPD",
  "smiles": "COB1C=CC=CN1C(C)(C)C",
  "homo_lumo_gap_ev": 9.14,
  "multiplicity": 1,
  "charge": 0,
  "elements": ["B", "C", "C", "C", "C", "C", "C", "C", "C", "C", "N", "O", "H", "H", "H", "H", "H", "H", "H", "H", "H", "H", "H", "H", "H", "H", "H", "H"],
  "positions_angstrom": [[0.665, 0.557, -0.681], [1.996, 1.189, -0.803], [2.928, 1.042, 0.208], [2.577, 0.277, 1.348], [1.296, -0.223, 1.511], [-1.290, -1.279, 2.091], [-2.012, 0.502, 0.543], [-1.293, -1.804, -0.272], [0.029, 1.196, -3.126], [-1.066, -0.628, 0.699], [0.333, -0.157, 0.567], [-0.486, 0.589, -1.989], [2.181, 1.845, -1.569], [3.913, 1.423, 0.157], [3.354, -0.106, 2.110], [1.119, -0.630, 2.502], [-0.439, -2.058, 2.254], [-1.216, -0.613, 3.023], [-2.337, -1.671, 2.084], [-1.618, 1.401, 0.961], [-3.014, 0.338, 0.909], [-1.977, 0.928, -0.515], [-2.232, -2.172, -0.046], [-1.365, -1.670, -1.397], [-0.638, -2.620, -0.084], [0.640, 2.130, -2.829], [-0.824, 1.470, -3.803], [0.775, 0.745, -3.851]],
  "forces_ev_per_a": [[-2.52, -0.83, -2.01], [0.04, -0.59, 1.92], [-1.65, -1.22, -0.01], [0.73, -1.11, 0.85], [0.99, 0.23, 0.48], [1.15, -0.28, 1.33], [-0.04, 2.05, -2.57], [0.27, 0.97, -1.90], [1.04, 2.54, -1.22], [0.56, -1.78, 1.24], [-0.05, 1.42, -1.94], [3.26, -0.91, 3.36], [0.84, 1.27, -1.92], [0.87, 0.59, -0.19], [-1.36, 1.20, -1.17], [-0.54, -0.34, -0.45], [-2.01, 0.78, -0.26], [-0.08, -0.42, -1.59], [1.11, -0.18, 0.16], [0.31, 0.47, 1.43], [-0.20, -0.24, -0.09], [-0.72, -1.31, 0.91], [-2.17, -0.84, 0.59], [0.62, 0.66, 1.44], [0.92, -0.52, 0.25], [-1.33, -0.80, -0.62], [0.63, 0.06, 0.77], [-0.67, -0.88, 1.21]]
}

---

Question: Among the records above, which one has the highest charge?
Answer: C9H16BNO